2 unconnected molecules or ions with the total composition C21H49IN2O8P2. Source: the Open Molecules 2025 dataset; level of theory: ωB97M-V/def2-TZVPD.

Computed properties:
HOMO-LUMO gap: 8.11 eV
LUMO energy: -0.0180 Eh
structure (SMILES): CCCC[C@@](CC)(O[C@@H](N)[C@@H](OCC[C@H](C)I)[C@H](C)CCC)P(=N)(O)O.COP(=O)(OC)OC
calculated total energy: -2521.38457 Eh

Each line ends with the Mulliken charge.
CARTESIAN COORDINATES (ANGSTROEM)
C -1.851 4.205 -5.541  -1.230
C -1.819 2.786 -4.903  0.263
C -3.052 2.501 -4.009  -0.864
C -3.368 0.995 -3.929  -1.040
C -2.930 0.326 -2.592  0.507
C -2.975 -1.219 -2.879  -0.893
C -1.683 -1.778 -3.463  -1.175
O -1.670 0.863 -2.305  0.260
C -1.232 0.750 -0.965  -0.037
N -1.135 -0.621 -0.486  -0.299
C 0.103 1.549 -0.889  -1.122
O 0.282 2.156 0.381  -0.414
C 0.649 1.280 1.427  0.413
C 0.745 2.145 2.713  -0.809
C -0.094 1.550 3.868  -0.418
C -1.391 2.314 4.109  -1.428
I 1.125 1.460 5.666  0.015
C 1.335 0.801 -1.419  1.082
C 2.613 1.657 -1.140  -1.830
C 1.298 0.520 -2.926  0.186
C 2.474 -0.426 -3.315  -0.536
C 2.093 -1.415 -4.451  -1.017
P -4.274 0.717 -1.379  0.848
N -4.284 2.229 -0.993  -0.853
O -4.089 -0.158 -0.024  -0.489
O -5.729 0.377 -2.039  -0.518
H -1.107 4.846 -5.068  0.349
H -1.659 4.123 -6.611  0.315
H -2.844 4.629 -5.383  0.320
H -0.910 2.632 -4.320  -0.477
H -1.882 2.079 -5.737  0.334
H -2.881 2.960 -3.037  0.366
H -3.899 3.017 -4.471  0.587
H -4.433 0.857 -4.120  0.363
H -2.824 0.481 -4.727  0.609
H -3.192 -1.718 -1.930  0.459
H -3.780 -1.396 -3.602  0.459
H -0.887 -1.742 -2.718  0.169
H -1.342 -1.191 -4.318  0.167
H -1.802 -2.835 -3.713  0.478
H -1.875 1.290 -0.256  0.338
H -0.231 -0.832 -0.086  0.292
H -1.795 -0.761 0.269  0.285
H -0.060 2.383 -1.581  0.220
H -0.102 0.513 1.634  0.040
H 1.645 0.852 1.275  -0.068
H 0.303 3.115 2.469  0.303
H 1.774 2.313 3.017  0.550
H -0.366 0.511 3.680  0.487
H -1.231 3.340 4.432  0.393
H -1.961 1.770 4.869  0.450
H -1.994 2.244 3.197  0.297
H 1.518 -0.159 -0.923  0.231
H 3.188 1.814 -2.052  0.495
H 2.362 2.651 -0.764  0.353
H 3.236 1.162 -0.393  0.338
H 1.401 1.436 -3.518  0.405
H 0.394 0.015 -3.260  -0.998
H 3.349 0.148 -3.618  0.429
H 2.725 -1.035 -2.442  0.276
H 1.082 -1.228 -4.823  0.225
H 2.140 -2.451 -4.118  0.271
H 2.750 -1.254 -5.308  0.341
H -5.179 2.620 -1.276  0.267
H -4.884 -0.003 0.504  0.342
H -5.629 -0.439 -2.557  0.362
C 1.746 -2.121 5.024  -0.668
O 2.644 -2.439 6.086  -0.369
P 4.108 -3.021 5.622  1.184
O 4.450 -2.258 4.406  -0.687
O 3.533 -4.520 5.294  -0.349
C 2.649 -5.160 6.224  -0.739
O 5.602 -3.592 6.056  -0.308
C 5.771 -4.160 7.370  -0.633
H 0.747 -2.058 5.455  0.324
H 2.001 -1.157 4.592  0.147
H 1.754 -2.895 4.256  0.376
H 1.629 -5.121 5.842  0.255
H 2.674 -4.693 7.208  0.358
H 2.952 -6.202 6.320  0.285
H 5.224 -5.103 7.453  0.267
H 5.433 -3.469 8.143  0.294
H 6.830 -4.354 7.516  0.241

=====

A molecular structure, C11H30ClIOP3Y. Source: the Open Molecules 2025 dataset; level of theory: ωB97M-V/def2-TZVPD.

Computed properties:
HOMO-LUMO gap: 7.04 eV
LUMO energy: -0.2841 Eh
energy above the lowest of the compared OMol25 structures with the same formula, charge and spin: 0.000 eV
total charge: +2
calculated total energy: -2332.22488 Eh

Each line ends with the natural charge from an NBO analysis.
CARTESIAN COORDINATES (ANGSTROEM)
C -0.039 4.660 -5.397  -0.806
C 0.075 3.233 -5.406  0.905
H -0.012 5.097 -6.411  0.334
H 0.779 5.050 -4.790  0.320
H -0.975 4.911 -4.896  0.320
O 0.179 2.267 -6.067  -0.278
I 0.027 2.527 -2.638  -0.412
Y -0.006 0.891 -0.240  1.424
P -2.651 -0.057 -0.215  0.721
C -3.583 -1.614 -0.446  -0.912
C -3.482 0.583 1.281  -0.914
H -4.555 0.636 1.085  0.252
H -4.506 1.012 -1.363  0.258
H -3.090 1.572 1.523  0.265
H -3.004 2.005 -1.470  0.247
H -3.324 -2.331 0.349  0.250
H -3.287 -0.088 2.122  0.254
C -3.421 0.987 -1.524  -0.916
H -4.659 -1.392 -0.413  0.261
H -3.193 0.545 -2.504  0.249
H -3.332 -2.046 -1.425  0.253
P 2.738 0.280 0.141  0.745
C 3.962 -1.051 0.001  -0.918
C 3.461 1.501 -1.036  -0.924
H 2.678 1.918 1.932  0.265
H 4.331 1.266 1.668  0.252
H 3.087 0.310 2.536  0.249
C 3.263 1.021 1.729  -0.915
H 2.873 2.431 -1.024  0.243
H 4.500 1.695 -0.726  0.255
H 4.971 -0.628 0.108  0.261
H 3.882 -1.536 -0.976  0.254
H 3.442 1.084 -2.051  0.247
H 3.809 -1.810 0.774  0.246
Cl -0.225 2.308 1.802  -0.559
C 1.586 -2.320 2.609  -0.930
P 0.252 -1.764 1.487  0.803
C 0.042 -3.289 0.496  -0.932
C -1.150 -1.876 2.663  -0.929
H 2.512 -2.517 2.069  0.235
H 1.288 -3.251 3.098  0.256
H 1.785 -1.582 3.391  0.254
H -0.100 -4.165 1.138  0.255
H -0.801 -3.178 -0.189  0.236
H 0.963 -3.407 -0.090  0.243
H -1.044 -2.748 3.321  0.255
H -1.114 -0.966 3.263  0.253
H -2.101 -1.909 2.142  0.225

=====

A molecular structure, C29H47Cl2GaN2PS. Source: the Open Molecules 2025 dataset; level of theory: ωB97M-V/def2-TZVPD.

Computed properties:
HOMO-LUMO gap: 3.82 eV
LUMO energy: 0.0765 Eh
energy above the lowest of the compared OMol25 structures with the same formula, charge and spin: 0.000 eV
total charge: -1
calculated total energy: -4827.59039 Eh

Each line ends with the Mulliken charge.
CARTESIAN COORDINATES (ANGSTROEM)
P 0.138 -0.842 -1.327  0.506
C 1.697 -0.262 -2.286  0.102
C 1.932 -0.642 -3.758  -0.162
C 3.330 -0.210 -4.215  -1.013
C 3.621 1.272 -3.947  -0.657
C 3.261 1.708 -2.524  -0.932
C 1.851 1.252 -2.122  -0.155
C -1.271 0.016 -2.289  0.377
C -1.173 0.149 -3.808  -0.539
C -2.484 0.701 -4.389  -0.991
C -2.915 2.014 -3.727  -0.686
C -2.875 1.959 -2.196  -0.993
C -1.553 1.390 -1.666  -0.552
C -0.026 -2.516 -2.172  -0.150
C 1.182 -3.419 -1.838  -0.740
C 1.077 -4.826 -2.458  -0.837
C -0.257 -5.512 -2.169  -0.746
C -1.456 -4.628 -2.499  -0.796
C -1.369 -3.218 -1.883  -0.672
H 2.475 -0.767 -1.683  0.626
H 1.189 -0.144 -4.395  0.029
H 1.814 -1.721 -3.933  0.154
H 3.446 -0.429 -5.286  0.383
H 4.068 -0.819 -3.676  0.397
H 4.684 1.468 -4.125  0.396
H 3.062 1.888 -4.664  0.306
H 3.976 1.269 -1.815  0.358
H 3.327 2.799 -2.426  0.398
H 1.647 1.543 -1.084  -0.406
H 1.113 1.760 -2.761  0.207
H -2.123 -0.650 -2.061  0.516
H -3.270 -0.053 -4.243  0.372
H -0.940 -0.810 -4.298  0.224
H -0.364 0.850 -4.060  0.184
H -2.367 0.844 -5.473  0.401
H -3.928 2.270 -4.055  0.405
H -2.258 2.823 -4.072  0.275
H -3.035 2.959 -1.772  0.418
H -3.694 1.319 -1.838  0.361
H -1.593 1.297 -0.574  -0.085
H -0.730 2.077 -1.906  0.160
H -0.007 -2.277 -3.250  -0.008
H 2.118 -2.953 -2.178  0.243
H 1.271 -3.514 -0.745  0.343
H 1.209 -4.741 -3.545  0.324
H 1.907 -5.440 -2.086  0.394
H -0.295 -5.784 -1.108  0.330
H -0.320 -6.444 -2.738  0.373
H -2.383 -5.104 -2.159  0.397
H -1.535 -4.524 -3.589  0.343
H -2.200 -2.620 -2.282  0.144
H -1.531 -3.277 -0.797  0.342
Ga -0.119 -0.069 2.196  0.161
Cl -1.909 -0.727 1.121  -0.348
Cl 1.857 -0.037 1.265  -0.319
C -0.478 1.455 3.367  -1.049
H -0.833 1.183 4.362  0.409
C -0.446 2.820 3.029  1.120
C -1.082 3.855 3.809  -0.642
C -1.232 5.138 3.306  -0.351
C -0.708 5.483 2.045  -0.582
C 0.022 4.528 1.304  -0.492
C 0.197 3.242 1.803  -0.259
H -1.477 3.591 4.795  0.235
H -1.762 5.898 3.884  0.317
H 0.453 4.797 0.337  0.342
H 0.818 2.513 1.278  0.235
H -0.852 6.482 1.641  0.328
S 0.105 -1.694 4.015  -0.399
C 0.055 -1.015 5.621  0.111
N 0.925 -0.088 6.051  -0.096
C 0.807 0.594 7.343  -0.624
C 0.242 -0.348 8.378  -0.544
C -1.019 -1.020 7.871  -0.574
N -0.825 -1.521 6.514  -0.133
H 1.494 0.341 5.322  0.317
H 0.160 1.474 7.227  0.271
H 1.803 0.926 7.627  0.394
H 0.004 0.210 9.288  0.336
H 0.979 -1.113 8.636  0.298
H -1.862 -0.314 7.881  0.293
H -1.285 -1.875 8.500  0.349
H -1.478 -2.188 6.133  0.222

=====

2 unconnected molecules or ions with the total composition C8H11N3O3. Source: the Open Molecules 2025 dataset; level of theory: ωB97M-V/def2-TZVPD.

Computed properties:
HOMO-LUMO gap: 5.90 eV
LUMO energy: -0.0738 Eh
energy above the lowest of the compared OMol25 structures with the same formula, charge and spin: 5.729 eV
calculated total energy: -701.19179 Eh

Each line ends with the natural charge from an NBO analysis.
CARTESIAN COORDINATES (ANGSTROEM)
C 1.181 -1.436 1.752  -0.287
C 0.929 -2.661 1.142  -0.147
C 0.735 -0.276 1.165  -0.071
C 0.230 -2.712 -0.041  -0.275
C 0.028 -0.306 -0.046  -0.283
C -0.241 -1.548 -0.663  0.252
C 1.663 2.071 -0.635  -0.261
C -0.419 0.939 -0.648  0.612
N -0.799 -1.642 -1.910  -0.789
N -1.087 2.343 1.572  -0.924
N -1.792 1.134 -0.946  0.427
O -2.573 0.243 -0.609  -0.405
O -2.122 2.158 -1.521  -0.363
O 0.338 1.922 -1.090  -0.423
H 1.708 -1.398 2.691  0.220
H 1.270 -3.576 1.602  0.218
H 0.852 0.675 1.661  0.239
H 0.017 -3.664 -0.509  0.210
H 2.179 1.111 -0.553  0.200
H 1.641 2.566 0.341  0.216
H 2.160 2.714 -1.360  0.209
H -1.068 -2.575 -2.185  0.388
H -1.455 -0.932 -2.200  0.393
H -1.832 1.740 1.911  0.321
H -1.543 3.109 1.079  0.321

=====

2 unconnected molecules or ions with the total composition C24H31N2O6S2. Source: the Open Molecules 2025 dataset; level of theory: ωB97M-V/def2-TZVPD.

Computed properties:
HOMO-LUMO gap: 5.85 eV
LUMO energy: -0.1717 Eh
energy above the lowest of the compared OMol25 structures with the same formula, charge and spin: 0.000 eV
total charge: +1
calculated total energy: -2289.99437 Eh

Each line ends with the natural charge from an NBO analysis.
CARTESIAN COORDINATES (ANGSTROEM)
O 6.404 -2.724 1.638  -0.530
C 5.584 -2.215 0.920  0.770
O 5.781 -1.236 0.048  -0.494
C 6.905 -0.359 0.312  -0.105
C 7.077 0.578 -0.868  0.027
C 8.215 1.495 -0.810  -0.128
O 6.807 1.932 -0.681  -0.481
C 4.158 -2.691 0.951  -0.001
C 3.636 -3.070 2.180  -0.201
C 2.362 -3.541 2.224  0.092
N 1.613 -3.657 1.110  -0.261
C 0.249 -4.207 1.298  -0.225
C -0.687 -3.257 2.038  -0.428
C -1.345 -2.233 1.099  -0.546
S -2.813 -3.047 0.404  0.247
C -3.793 -1.848 -0.471  -0.127
S -4.705 -2.428 -1.662  0.143
N -3.836 -0.483 -0.106  -0.508
C -2.698 0.318 -0.545  -0.248
C -3.204 1.757 -0.625  -0.068
O -4.124 2.035 0.420  -0.516
C -3.884 1.273 1.572  -0.073
C -4.119 -0.226 1.313  -0.237
C 2.097 -3.281 -0.091  0.271
C 1.252 -3.409 -1.332  -0.142
O 2.150 -3.446 -2.415  -0.270
O 1.464 -3.141 -3.631  -0.394
C 3.379 -2.787 -0.183  -0.198
H 6.692 0.245 1.191  0.213
H 7.815 -0.939 0.426  0.218
H 6.818 0.170 -1.843  0.200
H 8.668 1.812 -1.737  0.208
H 8.633 1.777 0.144  0.207
H 4.234 -2.995 3.074  0.275
H 1.908 -3.854 3.150  0.241
H -0.185 -4.496 0.350  0.238
H 0.368 -5.122 1.874  0.238
H -0.209 -2.759 2.877  0.228
H -1.478 -3.893 2.436  0.249
H -0.677 -1.980 0.278  0.196
H -1.592 -1.333 1.649  0.236
H -2.318 -0.006 -1.511  0.225
H -1.855 0.277 0.156  0.160
H -3.775 1.852 -1.546  0.204
H -2.383 2.476 -0.656  0.183
H -2.855 1.422 1.921  0.153
H -4.541 1.604 2.370  0.215
H -3.476 -0.787 1.998  0.167
H -5.150 -0.508 1.512  0.218
H 0.586 -2.547 -1.432  0.223
H 0.668 -4.332 -1.323  0.201
H 0.588 -3.551 -3.555  0.455
H 3.759 -2.495 -1.148  0.286
C -5.190 4.978 -1.515  -0.208
C -4.315 5.029 -0.438  -0.239
C -3.637 6.209 -0.157  -0.206
C -3.837 7.334 -0.945  -0.215
C -4.713 7.279 -2.020  -0.211
C -5.387 6.101 -2.307  -0.214
H -5.720 4.060 -1.736  0.209
H -4.169 4.153 0.177  0.230
H -2.951 6.252 0.681  0.205
H -3.311 8.253 -0.722  0.213
H -4.871 8.156 -2.634  0.215
H -6.069 6.059 -3.147  0.214

=====

Respective strongest force on any atom values: 6.07 6.70 2.69 3.59 1.96 eV/Å.